Record 1
A molecular structure, C31H42BrN3OsP2. Source: OMol25; level of theory: the ωB97M-V functional and the def2-TZVPD basis.

Results
HOMO energy (spin up / spin down): -0.704 / -0.702 Ha
<S²>: 6.06
charge: +4
Kohn-Sham gap (spin up / spin down): 0.2345 / 0.1279 hartree
total energy: -128333.414 eV
spin multiplicity: 5

Geometry (Å):
C (2.630, -7.517, 1.868)
C (1.394, -7.627, 1.153)
C (1.025, -8.963, 0.824)
C (1.865, -10.025, 1.150)
N (3.025, -9.889, 1.788)
C (3.379, -8.654, 2.144)
C (0.629, -6.499, 0.755)
C (0.379, -5.250, 0.584)
C (0.818, -4.189, -0.366)
C (0.889, -2.890, 0.339)
C (1.187, -1.767, -0.539)
C (1.765, -1.964, -1.787)
C (2.081, -3.286, -2.227)
C (1.659, -4.398, -1.511)
Os (-0.824, -3.802, 0.597)
P (-1.871, -1.796, 1.520)
H (0.113, -9.150, 0.280)
H (2.997, -6.542, 2.160)
H (1.596, -11.046, 0.879)
H (4.324, -8.568, 2.677)
H (1.954, -5.396, -1.831)
H (1.371, -2.885, 1.351)
H (2.649, -3.370, -3.150)
H (0.990, -0.778, -0.161)
C (-2.734, -0.163, 1.050)
C (-4.241, -0.126, 1.300)
H (-2.495, 0.051, -0.002)
H (-2.260, 0.653, 1.618)
H (-4.656, 0.842, 0.979)
H (-4.773, -0.904, 0.743)
H (-4.494, -0.230, 2.364)
C (-3.189, -3.069, 1.948)
C (-2.946, -3.676, 3.310)
H (-2.968, -3.867, 1.178)
H (-4.221, -2.697, 1.774)
H (-3.354, -4.686, 3.266)
H (-1.874, -3.770, 3.517)
H (-3.426, -3.148, 4.134)
C (-1.270, -1.090, 3.125)
C (-2.342, -0.474, 4.040)
H (-0.540, -0.315, 2.831)
H (-0.706, -1.879, 3.640)
H (-1.941, -0.336, 5.052)
H (-2.659, 0.519, 3.692)
H (-3.238, -1.100, 4.134)
Br (1.958, -0.520, -2.968)
P (-2.811, -2.635, -2.914)
C (-3.803, -2.214, -1.425)
C (-5.268, -1.903, -1.743)
H (-3.302, -1.356, -0.961)
H (-3.720, -3.063, -0.728)
H (-5.848, -1.801, -0.815)
H (-5.373, -0.970, -2.313)
H (-5.713, -2.715, -2.332)
C (-2.019, -0.999, -3.309)
C (-1.772, -0.854, -4.806)
H (-1.078, -0.939, -2.745)
H (-2.698, -0.216, -2.941)
H (-1.366, 0.142, -5.017)
H (-1.059, -1.596, -5.179)
H (-2.702, -0.965, -5.371)
C (-1.345, -3.548, -2.366)
C (-1.494, -5.008, -2.761)
H (-1.302, -3.398, -1.243)
H (-0.441, -3.083, -2.764)
H (-0.578, -5.561, -2.555)
H (-2.307, -5.488, -2.199)
H (-1.728, -5.097, -3.832)
N (-0.386, 4.215, 3.622)
C (0.286, 3.513, 2.966)
C (1.120, 2.671, 2.150)
C (2.517, 2.647, 2.303)
C (3.289, 1.823, 1.491)
C (2.622, 1.043, 0.538)
N (1.307, 1.108, 0.399)
C (0.541, 1.876, 1.147)
H (2.974, 3.293, 3.050)
H (4.375, 1.770, 1.556)
H (3.158, 0.357, -0.128)
H (-0.528, 1.876, 0.929)

Cartesian forces (eV/Å) of the 2 atoms listed first:
-0.29 0.59 0.06
-0.54 -0.58 -0.10

Record 2
7 unconnected molecules or ions with the total composition C18H53N5O8. Source: OMol25; level of theory: the ωB97M-V functional and the def2-TZVPD basis.

Results
HOMO energy: -0.291 Ha
Kohn-Sham gap: 0.3079 hartree
total energy: -43342.994 eV

Geometry (Å):
N (-0.900, -0.700, -0.675)
H (-1.680, -0.501, -0.075)
H (-0.136, -0.157, -0.248)
H (-1.034, -0.501, -1.658)
H (-0.540, -1.496, -0.942)
C (-3.166, 0.671, -3.334)
O (-3.600, -0.146, -4.240)
O (-2.525, 1.787, -3.874)
O (-2.998, 0.479, -2.124)
H (-2.585, 1.671, -4.786)
C (0.023, -2.111, 2.437)
C (-1.299, -2.990, 2.558)
C (-1.866, -3.079, 4.045)
O (-0.911, -3.640, 4.965)
C (-1.285, -3.747, 6.309)
N (-2.217, -2.460, 1.707)
H (-0.144, -1.085, 2.458)
H (0.263, -2.352, 1.438)
H (0.702, -2.318, 3.401)
H (-1.011, -3.795, 2.157)
H (-2.685, -3.627, 4.329)
H (-2.110, -2.100, 4.474)
H (-1.543, -2.852, 6.945)
H (-0.333, -4.219, 6.916)
H (-2.039, -4.586, 6.363)
H (-2.922, -3.090, 1.387)
H (-2.453, -1.606, 1.957)
C (2.982, 0.372, 1.865)
C (2.381, 1.445, 0.934)
C (3.669, 2.281, 0.531)
O (4.541, 1.569, -0.248)
C (5.743, 2.356, -0.392)
N (2.007, 0.793, -0.222)
H (3.197, 0.758, 2.737)
H (3.946, -0.103, 1.605)
H (2.090, -0.275, 2.133)
H (1.522, 2.022, 1.288)
H (4.126, 2.643, 1.357)
H (3.364, 3.261, 0.058)
H (6.199, 2.749, 0.486)
H (5.745, 3.095, -1.108)
H (6.354, 1.853, -0.995)
H (2.781, 0.258, -0.608)
H (1.893, 1.483, -0.875)
C (-1.335, 1.752, 1.940)
C (-2.510, 1.750, 2.775)
C (-3.503, 3.046, 2.555)
O (-2.681, 4.229, 2.763)
C (-2.532, 4.429, 4.153)
N (-3.366, 0.700, 2.377)
H (-1.685, 1.667, 0.813)
H (-0.683, 0.942, 2.269)
H (-0.776, 2.655, 2.128)
H (-2.371, 1.481, 3.842)
H (-4.422, 2.743, 3.242)
H (-3.732, 2.940, 1.345)
H (-1.900, 5.244, 4.244)
H (-1.922, 3.599, 4.608)
H (-3.547, 4.804, 4.582)
H (-4.150, 0.830, 2.814)
H (-3.418, 0.651, 1.283)
C (-0.305, -2.380, -4.535)
C (1.162, -2.408, -3.994)
C (2.222, -2.124, -5.119)
O (1.975, -3.146, -5.994)
C (2.369, -3.003, -7.352)
N (1.326, -1.374, -2.964)
H (-1.097, -2.678, -3.637)
H (-0.347, -2.855, -5.468)
H (-0.667, -1.411, -4.591)
H (1.329, -3.492, -3.654)
H (3.304, -1.874, -4.678)
H (2.164, -1.049, -5.700)
H (2.216, -3.870, -7.920)
H (3.502, -2.968, -7.238)
H (1.795, -2.356, -7.963)
H (1.338, -0.709, -3.602)
H (2.322, -1.410, -2.608)
C (-0.043, 3.173, -1.602)
O (-0.332, 1.883, -2.079)
H (-0.782, 3.755, -1.898)
H (0.822, 3.655, -2.204)
H (-0.206, 3.419, -0.517)
H (-1.079, 1.750, -2.857)

Cartesian forces (eV/Å) of the 2 atoms listed first:
-0.24 5.61 0.76
-0.97 -1.23 -0.34

Record 3
A single CHF3O molecule. Source: OMol25; level of theory: the ωB97M-V functional and the def2-TZVPD basis.

Results
SMILES: FOC(F)F
HOMO energy: -0.461 Ha
Kohn-Sham gap: 0.4697 hartree
total energy: -11249.115 eV

Geometry (Å):
C (0.337, -0.055, -0.076)
O (-0.945, 0.505, -0.189)
F (1.069, 0.583, -1.045)
F (0.824, 0.434, 1.110)
F (-1.938, -0.419, 0.182)
H (0.653, -1.048, 0.018)

Cartesian forces (eV/Å) of the 2 atoms listed first:
1.31 3.63 1.06
0.21 -0.72 -0.88

Record 4
A gas-phase ion, C3H6N3OP2 (charge +1). Source: OMol25; level of theory: the ωB97M-V functional and the def2-TZVPD basis.

Results
SMILES: O=C1CN2[PH2]=[PH]=[N+]=C2N1
HOMO energy: -0.511 Ha
charge: +1
Kohn-Sham gap: 0.3204 hartree
total energy: -28295.573 eV

Geometry (Å):
C (2.024, -0.309, 0.132)
C (-0.101, -1.098, -0.028)
C (1.123, 0.934, 0.222)
N (-1.182, -1.700, -0.146)
N (-0.165, 0.370, 0.027)
N (1.185, -1.416, -0.090)
O (3.204, -0.348, 0.081)
P (-2.644, -1.051, 0.134)
P (-1.616, 1.185, 0.176)
H (1.351, 1.417, 1.091)
H (1.225, 1.670, -0.696)
H (1.483, -2.316, -0.463)
H (-3.064, -1.206, -1.156)
H (-1.363, 2.111, -0.709)
H (-1.460, 1.757, 1.426)

Cartesian forces (eV/Å) of the 2 atoms listed first:
0.34 0.45 -1.55
-0.65 3.80 -0.41